--- i ---
{
  "formula": "C48H96O21",
  "method": "ωB97M-V/def2-TZVPD",
  "elements": ["C", "O", "C", "O", "O", "C", "H", "H", "H", "H", "H", "H", "C", "O", "C", "O", "O", "C", "H", "H", "H", "H", "H", "H", "C", "O", "C", "O", "O", "C", "H", "H", "H", "H", "H", "H", "C", "O", "C", "O", "O", "C", "H", "H", "H", "H", "H", "H", "C", "C", "C", "O", "C", "H", "H", "H", "H", "H", "H", "H", "H", "C", "C", "C", "O", "C", "H", "H", "H", "H", "H", "H", "H", "H", "C", "C", "C", "O", "C", "H", "H", "H", "H", "H", "H", "H", "H", "C", "C", "C", "O", "C", "H", "H", "H", "H", "H", "H", "H", "H", "C", "C", "C", "O", "C", "H", "H", "H", "H", "H", "H", "H", "H", "C", "C", "C", "O", "C", "H", "H", "H", "H", "H", "H", "H", "H", "C", "C", "C", "O", "C", "H", "H", "H", "H", "H", "H", "H", "H", "C", "C", "C", "O", "C", "H", "H", "H", "H", "H", "H", "H", "H", "C", "C", "C", "O", "C", "H", "H", "H", "H", "H", "H", "H", "H"],
  "positions_angstrom": [[-0.718, -0.947, -6.348], [-0.745, -1.442, -5.052], [0.429, -1.902, -4.637], [1.476, -1.757, -5.202], [0.230, -2.453, -3.457], [1.233, -3.391, -3.058], [0.029, -0.138, -6.558], [-1.695, -0.538, -6.588], [-0.647, -1.785, -7.097], [2.187, -2.869, -3.012], [1.305, -4.221, -3.779], [1.040, -3.790, -2.081], [-4.160, 1.210, 5.666], [-2.745, 1.372, 6.023], [-1.818, 1.420, 5.091], [-2.045, 1.380, 3.912], [-0.597, 1.499, 5.636], [0.467, 1.801, 4.681], [-4.354, 1.677, 4.735], [-4.665, 1.718, 6.486], [-4.492, 0.187, 5.722], [1.306, 1.101, 4.894], [0.792, 2.781, 4.920], [0.183, 1.701, 3.667], [2.234, 0.621, -2.645], [3.436, 0.450, -3.401], [4.176, -0.599, -3.203], [3.762, -1.485, -2.461], [5.336, -0.501, -3.812], [6.423, -1.210, -3.179], [1.631, -0.265, -2.627], [1.753, 1.462, -3.181], [2.465, 0.982, -1.636], [7.205, -1.096, -3.857], [6.262, -2.263, -2.932], [6.626, -0.668, -2.263], [-2.772, -3.103, -1.869], [-2.972, -4.408, -2.441], [-2.430, -5.484, -1.852], [-1.696, -5.506, -0.934], [-2.973, -6.470, -2.551], [-2.786, -7.827, -2.074], [-1.946, -2.621, -2.434], [-2.381, -3.195, -0.846], [-3.696, -2.619, -2.006], [-2.255, -7.919, -1.130], [-2.126, -8.387, -2.832], [-3.775, -8.262, -1.957], [-5.297, -0.584, 0.658], [-6.547, -0.095, 1.412], [-6.305, 1.454, 1.628], [-5.422, 1.833, 0.587], [-4.529, 0.719, 0.417], [-5.591, -1.019, -0.326], [-4.688, -1.272, 1.250], [-6.630, -0.615, 2.366], [-7.431, -0.279, 0.745], [-5.779, 1.712, 2.513], [-7.218, 1.970, 1.541], [-3.640, 0.840, 1.019], [-4.214, 0.731, -0.667], [4.676, 1.736, 1.451], [4.323, 2.949, 0.597], [5.172, 2.739, -0.672], [5.154, 1.323, -0.844], [4.780, 0.682, 0.392], [3.936, 1.490, 2.270], [5.583, 1.900, 1.952], [4.578, 3.944, 1.024], [3.250, 2.968, 0.329], [6.227, 3.077, -0.501], [4.783, 3.301, -1.550], [5.561, -0.077, 0.602], [3.842, 0.179, 0.286], [3.917, -1.265, 3.851], [3.614, -0.656, 5.263], [2.580, -1.577, 5.842], [1.932, -2.111, 4.618], [2.517, -1.593, 3.427], [4.558, -2.176, 3.901], [4.394, -0.608, 3.161], [3.372, 0.423, 5.270], [4.473, -0.830, 5.904], [1.769, -1.106, 6.399], [2.975, -2.476, 6.309], [2.037, -0.600, 3.148], [2.435, -2.212, 2.553], [1.572, -5.249, 0.545], [2.942, -5.131, -0.046], [3.410, -3.806, 0.545], [2.267, -2.993, 0.744], [1.171, -3.830, 0.741], [1.614, -5.759, 1.542], [0.844, -5.774, -0.003], [2.902, -5.128, -1.121], [3.639, -5.943, 0.304], [4.105, -3.203, -0.075], [3.940, -3.966, 1.506], [0.454, -3.558, -0.015], [0.621, -3.787, 1.698], [3.093, 4.340, -3.865], [2.251, 4.326, -5.188], [1.414, 5.628, -5.065], [1.637, 6.083, -3.783], [2.193, 5.060, -2.937], [3.964, 5.005, -4.149], [3.475, 3.356, -3.617], [1.625, 3.441, -5.286], [2.955, 4.320, -6.026], [0.357, 5.356, -5.206], [1.650, 6.430, -5.764], [1.449, 4.418, -2.405], [2.780, 5.602, -2.133], [-1.537, -3.542, 5.229], [-1.649, -2.087, 4.709], [-1.267, -2.229, 3.219], [-1.460, -3.565, 2.901], [-1.102, -4.343, 4.000], [-2.517, -3.849, 5.539], [-0.884, -3.714, 6.090], [-0.958, -1.378, 5.195], [-2.651, -1.657, 4.893], [-0.233, -1.962, 2.983], [-1.933, -1.592, 2.586], [-0.031, -4.529, 4.053], [-1.554, -5.298, 3.865], [-0.738, 4.335, 1.774], [-1.855, 5.114, 1.043], [-1.113, 6.342, 0.607], [0.275, 6.001, 0.454], [0.491, 4.693, 0.965], [-0.932, 3.248, 1.808], [-0.654, 4.681, 2.743], [-2.720, 5.385, 1.669], [-2.149, 4.600, 0.091], [-1.145, 7.127, 1.401], [-1.525, 6.750, -0.292], [1.382, 4.743, 1.564], [0.660, 4.038, 0.110], [-5.288, 2.456, -3.090], [-4.715, 1.097, -3.387], [-3.505, 1.357, -4.214], [-2.998, 2.627, -3.716], [-3.981, 3.209, -2.849], [-5.949, 2.533, -2.284], [-5.897, 2.921, -3.941], [-5.456, 0.408, -3.878], [-4.442, 0.559, -2.509], [-3.851, 1.536, -5.276], [-2.766, 0.625, -4.182], [-4.013, 4.300, -2.923], [-3.640, 2.955, -1.857], [0.008, -0.731, 0.167], [-1.180, -0.164, -0.663], [-0.900, 1.351, -0.573], [0.418, 1.497, -0.125], [0.643, 0.516, 0.795], [0.722, -1.138, -0.538], [-0.236, -1.509, 0.914], [-2.202, -0.290, -0.265], [-1.148, -0.509, -1.727], [-1.574, 1.744, 0.124], [-1.003, 1.911, -1.540], [0.081, 0.682, 1.733], [1.701, 0.448, 1.101]],
  "homo_lumo_gap_ev": 9.6,
  "spin_multiplicity": 1
}

--- ii ---
{
  "formula": "C48H96O21",
  "method": "ωB97M-V/def2-TZVPD",
  "elements": ["C", "O", "C", "O", "O", "C", "H", "H", "H", "H", "H", "H", "C", "O", "C", "O", "O", "C", "H", "H", "H", "H", "H", "H", "C", "O", "C", "O", "O", "C", "H", "H", "H", "H", "H", "H", "C", "O", "C", "O", "O", "C", "H", "H", "H", "H", "H", "H", "C", "C", "C", "O", "C", "H", "H", "H", "H", "H", "H", "H", "H", "C", "C", "C", "O", "C", "H", "H", "H", "H", "H", "H", "H", "H", "C", "C", "C", "O", "C", "H", "H", "H", "H", "H", "H", "H", "H", "C", "C", "C", "O", "C", "H", "H", "H", "H", "H", "H", "H", "H", "C", "C", "C", "O", "C", "H", "H", "H", "H", "H", "H", "H", "H", "C", "C", "C", "O", "C", "H", "H", "H", "H", "H", "H", "H", "H", "C", "C", "C", "O", "C", "H", "H", "H", "H", "H", "H", "H", "H", "C", "C", "C", "O", "C", "H", "H", "H", "H", "H", "H", "H", "H", "C", "C", "C", "O", "C", "H", "H", "H", "H", "H", "H", "H", "H"],
  "positions_angstrom": [[0.290, 5.200, -4.183], [0.932, 6.146, -3.345], [1.058, 5.852, -2.050], [1.352, 6.685, -1.253], [0.725, 4.607, -1.819], [1.036, 4.201, -0.542], [-0.583, 4.745, -3.694], [0.957, 4.314, -4.404], [0.099, 5.814, -5.099], [0.411, 3.337, -0.342], [0.771, 4.855, 0.247], [2.075, 3.899, -0.474], [-2.015, 6.350, 0.496], [-1.962, 5.480, -0.641], [-2.262, 4.178, -0.403], [-2.519, 3.356, -1.263], [-2.154, 3.913, 0.865], [-2.450, 2.534, 1.253], [-3.031, 6.429, 0.865], [-1.581, 7.277, 0.117], [-1.397, 5.967, 1.341], [-1.561, 2.146, 1.712], [-2.732, 1.912, 0.383], [-3.169, 2.589, 2.029], [1.150, -1.541, 2.124], [1.921, -1.197, 0.966], [1.344, -0.206, 0.245], [0.428, 0.466, 0.571], [2.037, -0.189, -0.927], [1.726, 0.771, -1.947], [0.148, -1.468, 1.724], [1.434, -0.846, 2.933], [1.344, -2.609, 2.411], [1.827, 1.770, -1.653], [0.801, 0.485, -2.460], [2.628, 0.559, -2.629], [1.951, -3.521, -1.257], [1.824, -3.314, -2.698], [0.939, -2.469, -3.047], [0.222, -1.842, -2.319], [0.934, -2.371, -4.369], [-0.105, -1.625, -4.983], [1.004, -3.651, -0.829], [2.408, -2.757, -0.649], [2.457, -4.416, -0.998], [-1.145, -1.798, -4.590], [-0.054, -1.950, -6.023], [0.121, -0.547, -4.894], [4.461, -4.733, 4.398], [4.647, -4.231, 2.923], [4.600, -2.691, 3.129], [3.639, -2.502, 4.166], [3.996, -3.456, 5.167], [5.404, -4.989, 4.924], [3.726, -5.462, 4.476], [3.899, -4.621, 2.243], [5.595, -4.562, 2.547], [4.189, -2.190, 2.272], [5.554, -2.348, 3.470], [3.015, -3.746, 5.696], [4.710, -3.097, 5.871], [-0.402, -5.093, 2.300], [-1.191, -6.447, 2.296], [-1.736, -6.372, 3.753], [-0.625, -5.746, 4.557], [0.204, -5.029, 3.684], [-1.109, -4.222, 2.240], [0.380, -5.091, 1.501], [-0.554, -7.262, 2.081], [-1.988, -6.422, 1.597], [-1.962, -7.300, 4.184], [-2.606, -5.761, 3.716], [1.243, -5.471, 3.617], [0.270, -3.985, 4.074], [-3.507, -0.975, 0.916], [-4.365, -2.180, 1.158], [-3.375, -3.337, 1.189], [-2.167, -2.808, 0.590], [-2.475, -1.596, -0.050], [-2.978, -0.432, 1.707], [-4.053, -0.256, 0.311], [-5.179, -2.204, 0.447], [-4.783, -1.965, 2.123], [-3.582, -4.251, 0.610], [-3.279, -3.617, 2.205], [-2.897, -1.719, -1.074], [-1.598, -0.997, -0.153], [-3.630, 1.740, -3.979], [-4.856, 2.128, -3.163], [-5.153, 0.908, -2.344], [-4.649, -0.152, -3.099], [-3.345, 0.330, -3.607], [-2.678, 2.329, -3.817], [-3.885, 1.891, -5.071], [-5.678, 2.373, -3.850], [-4.805, 2.932, -2.450], [-6.219, 0.694, -2.107], [-4.477, 0.972, -1.438], [-3.143, -0.373, -4.397], [-2.706, 0.170, -2.689], [3.125, 3.078, 4.061], [1.970, 3.433, 4.960], [0.734, 3.006, 4.085], [1.170, 1.999, 3.230], [2.539, 2.106, 3.025], [3.990, 2.831, 4.724], [3.407, 3.915, 3.498], [1.919, 4.501, 5.162], [1.977, 2.939, 5.919], [0.376, 3.830, 3.438], [-0.060, 2.615, 4.723], [2.762, 2.437, 2.034], [3.072, 1.159, 3.197], [-1.107, -1.732, 5.517], [-2.318, -1.729, 6.531], [-3.559, -1.828, 5.565], [-3.020, -1.581, 4.300], [-1.749, -2.174, 4.166], [-0.376, -2.467, 5.825], [-0.673, -0.719, 5.326], [-2.364, -0.852, 7.199], [-2.252, -2.597, 7.141], [-4.229, -1.015, 5.777], [-4.033, -2.741, 5.656], [-1.369, -1.644, 3.290], [-1.826, -3.291, 4.072], [-2.820, -4.947, -2.117], [-4.096, -4.046, -1.959], [-4.129, -3.358, -3.314], [-2.748, -3.281, -3.676], [-2.145, -4.522, -3.372], [-3.093, -5.957, -2.100], [-2.259, -4.697, -1.213], [-4.117, -3.409, -1.110], [-4.903, -4.708, -1.783], [-4.568, -2.323, -3.426], [-4.638, -3.961, -4.146], [-1.115, -4.255, -3.195], [-2.328, -5.278, -4.089], [2.307, 0.557, -6.473], [1.075, 0.826, -7.302], [0.263, 1.936, -6.461], [1.109, 2.230, -5.328], [2.409, 1.857, -5.637], [3.238, 0.585, -7.095], [2.276, -0.292, -5.922], [0.517, -0.066, -7.554], [1.373, 1.333, -8.254], [-0.714, 1.639, -6.124], [0.298, 2.840, -7.099], [2.885, 1.712, -4.727], [2.900, 2.698, -6.230], [4.293, 5.724, 0.125], [4.855, 5.467, -1.300], [6.027, 6.435, -1.501], [6.144, 7.133, -0.244], [5.368, 6.617, 0.836], [4.296, 4.840, 0.760], [3.261, 6.109, 0.120], [4.111, 5.636, -2.126], [5.145, 4.485, -1.590], [5.928, 7.198, -2.272], [6.957, 5.917, -1.676], [4.909, 7.519, 1.313], [6.088, 6.029, 1.488]],
  "homo_lumo_gap_ev": 9.7,
  "spin_multiplicity": 1
}

Stability summary: most stable i, least stable ii.

--- i ---
{
  "formula": "C3H11NSi",
  "method": "ωB97M-V/def2-TZVPD",
  "elements": ["C", "C", "C", "N", "Si", "H", "H", "H", "H", "H", "H", "H", "H", "H", "H", "H"],
  "positions_angstrom": [[0.771, 1.305, 0.539], [-0.330, 0.825, -1.775], [0.020, 0.362, -0.496], [-0.248, -1.448, 1.843], [-0.881, -1.175, 0.282], [1.454, 0.734, 1.218], [1.412, 2.022, -0.004], [0.084, 1.891, 1.250], [-0.889, -0.059, -2.276], [0.655, 0.914, -2.304], [-0.787, 1.877, -1.952], [1.422, -1.091, -0.943], [0.382, -2.172, 2.268], [0.031, -0.555, 2.164], [-2.200, -1.061, 0.818], [-0.896, -2.368, -0.629]],
  "homo_lumo_gap_ev": [8.1, 8.5],
  "spin_multiplicity": 1
}

--- ii ---
{
  "formula": "C3H11NSi",
  "method": "ωB97M-V/def2-TZVPD",
  "elements": ["C", "C", "C", "N", "Si", "H", "H", "H", "H", "H", "H", "H", "H", "H", "H", "H"],
  "positions_angstrom": [[-0.746, 0.474, -2.156], [-1.726, -1.081, -0.466], [-1.782, 0.007, -1.198], [1.609, 0.985, 1.044], [2.636, -0.379, 1.115], [0.172, 0.481, -1.559], [-0.598, -0.302, -2.963], [-1.027, 1.352, -2.701], [-0.898, -1.700, -0.462], [-2.492, -1.368, 0.289], [4.076, 0.083, 0.985], [-2.682, 0.644, -1.149], [1.178, 1.372, 0.219], [1.481, 1.348, 1.973], [2.072, -1.233, 0.068], [2.571, -0.825, 2.574]],
  "homo_lumo_gap_ev": 10.4,
  "spin_multiplicity": 1,
  "smiles": "N[SiH3].C=CC"
}

Stability summary: most stable ii, least stable i.